Molecular formula: C3H11N2OS
Method: DFT, wB97M-V/def2-TZVPD

Last column: natural (NBO) charge in e.
Geometry (Å):
N 1.380 1.298 0.266  -0.88
C 0.347 0.251 0.077  -0.11
C -0.508 0.479 -1.148  -0.52
S -1.343 2.142 -1.049  -0.69
C 0.949 -1.091 0.133  -0.19
N 1.675 -1.444 1.309  -0.85
H 0.785 2.098 0.035  0.40
H 2.003 1.131 -0.492  0.33
H -0.394 0.220 0.887  0.19
H -1.320 -0.290 -1.122  0.20
H 0.101 0.199 -2.037  0.17
H 1.729 -1.251 -0.739  0.12
H 0.127 -1.835 -0.072  0.18
H 2.391 -2.174 1.224  0.34
H 2.217 -0.634 1.540  0.36
H -3.732 0.127 1.059  0.45
H -2.857 0.742 0.017  0.50
O -3.551 0.032 0.113  -0.99

Cartesian forces, eV/Å:
N -1.59 -0.66 1.00
C -0.22 0.31 1.03
C -0.92 -0.71 -0.32
S 0.51 -0.69 -0.30
C 1.26 -3.03 -3.44
N 0.58 -0.11 1.91
H 0.55 0.65 -0.07
H 0.72 0.27 -0.92
H 0.36 0.68 0.42
H 0.57 0.45 -0.09
H -0.28 0.79 0.04
H -1.56 0.57 0.63
H 0.75 0.54 0.25
H -0.81 0.17 -0.52
H 0.18 0.66 0.49
H -0.19 -0.27 -0.17
H -0.35 -0.17 -0.70
O 0.46 0.56 0.77

Values from the calculation:
- Maximum force: 4.76 eV/Å
- Total energy: -19153.201 eV
- Net charge: -1